1.
The following is a DFT calculation (wB97M-V/def2-TZVPD) of 2 unconnected molecules or ions with the total composition C2H6ClN2 at a distorted geometry.

Computed properties:
HOMO energy (alpha / beta) = -0.4539 / -0.5236 Eh
ΔE to the lowest compared entry with this formula, charge and spin = 5.205 eV
charge = +1
gap between HOMO and LUMO (alpha / beta) = 0.2860 / 0.3395 Eh
calculated total energy = -17662.40418 eV
lowest unoccupied orbital energy (alpha / beta) = -4.57 / -5.01 eV

Last column: Mulliken charge in e.
Cartesian coordinates (Å):
C 0.24 0.13 -0.88  0.24
C 0.23 -1.52 0.88  -0.19
N -0.49 0.99 -1.50  -0.35
N -0.24 -0.42 0.23  -0.20
Cl 1.17 -2.68 0.10  -0.07
H 1.22 -0.31 -1.29  0.28
H 1.80 -0.27 2.02  0.06
H -0.35 -1.68 1.88  0.40
H -0.23 1.57 -2.38  0.29
H -1.43 1.29 -1.02  0.24
H -1.14 0.14 0.61  0.31


2.
The following is a DFT calculation (wB97M-V/def2-TZVPD) of a molecular structure, ClH8NiO4 at a distorted geometry.

Computed properties:
2S+1 = 4
HOMO energy (alpha / beta) = -0.3432 / -0.4053 Eh
ΔE to the lowest compared entry with this formula, charge and spin = 0.000 eV
gap between HOMO and LUMO (alpha / beta) = 0.3313 / 0.2768 Eh
calculated total energy = -61882.83560 eV
lowest unoccupied orbital energy (alpha / beta) = -0.32 / -3.50 eV

Last column: Mulliken charge in e.
Cartesian coordinates (Å):
Ni 11.84 -9.16 19.62  0.39
Cl 11.52 -10.03 21.78  -0.43
O 10.25 -9.05 24.53  -0.57
H 10.77 -9.44 25.23  0.34
H 10.57 -9.46 23.73  0.16
O 12.28 -6.98 23.65  -0.63
H 12.62 -7.22 24.51  0.31
H 11.71 -7.71 23.40  0.37
O 9.84 -12.82 21.69  -0.60
H 10.41 -12.15 21.32  0.31
H 9.05 -12.34 21.95  0.31
O 12.84 -10.93 24.81  -0.59
H 12.35 -10.61 24.06  0.31
H 12.17 -11.21 25.43  0.31


3.
The following is a DFT calculation (wB97M-V/def2-TZVPD) of a molecular structure, C20H13BrI3N3O8Pd at a distorted geometry.

Computed properties:
HOMO energy = -0.3289 Eh
ΔE to the lowest compared entry with this formula, charge and spin = 1.306 eV
gap between HOMO and LUMO = 0.2703 Eh
calculated total energy = -139620.13576 eV
lowest unoccupied orbital energy = -1.60 eV

Last column: Mulliken charge in e.
Cartesian coordinates (Å):
Pd 1.10 0.57 -1.68  0.68
I 4.05 0.15 -3.06  0.14
C 4.05 2.09 -2.24  -0.83
I 2.17 3.08 -2.43  0.11
H 4.79 2.71 -2.74  0.50
H 4.23 2.01 -1.17  0.28
O 0.13 1.65 0.34  -0.66
C 1.19 1.23 0.83  1.23
O 2.16 0.77 0.14  -0.79
C 1.43 1.20 2.31  0.02
C 2.67 0.83 2.81  -0.41
C 2.85 0.80 4.18  -0.24
C 1.84 1.11 5.07  -0.28
C 0.62 1.47 4.53  -0.10
C 0.39 1.52 3.17  -0.67
N -0.47 1.81 5.45  1.09
O -0.25 1.74 6.62  -0.63
O -1.55 2.04 4.96  -0.63
N 4.16 0.42 4.72  1.08
O 5.06 0.29 3.93  -0.62
O 4.28 0.38 5.91  -0.63
H 3.47 0.56 2.15  0.64
H 2.00 1.07 6.14  0.61
H -0.58 1.81 2.79  0.64
Br -4.55 -0.75 -4.72  -0.10
C -2.86 -0.25 -4.07  0.32
C -2.74 0.87 -3.27  -0.62
C -1.49 1.17 -2.76  -0.18
N -0.42 0.42 -3.03  -0.03
C -0.53 -0.64 -3.83  -0.29
C -1.74 -1.01 -4.38  -0.65
H -3.59 1.48 -3.01  0.47
H -1.34 2.00 -2.08  0.36
H 0.36 -1.22 -4.00  0.52
H -1.81 -1.89 -5.00  0.47
I -5.91 -1.96 -0.08  0.10
C -3.87 -2.12 -0.48  -0.12
C -3.37 -3.27 -1.07  -0.39
C -2.02 -3.36 -1.35  -0.86
C -1.16 -2.29 -1.07  0.16
C -1.67 -1.16 -0.46  0.18
C -3.03 -1.07 -0.16  -0.70
C 0.28 -2.45 -1.51  0.04
O 0.65 -3.55 -1.83  -0.67
O 1.10 -1.44 -1.56  -0.73
H -4.03 -4.10 -1.30  0.40
H -1.60 -4.24 -1.81  0.50
H -1.03 -0.33 -0.21  0.76
H -3.41 -0.18 0.31  0.51


4.
The following is a DFT calculation (wB97M-V/def2-TZVPD) of 2 unconnected molecules or ions with the total composition H5N2P at a distorted geometry.

Computed properties:
HOMO energy = -0.3435 Eh
ΔE to the lowest compared entry with this formula, charge and spin = 2.795 eV
gap between HOMO and LUMO = 0.3697 Eh
SMILES = [H]/N=N\[H].P
calculated total energy = -12347.04438 eV
lowest unoccupied orbital energy = 0.71 eV

Last column: Mulliken charge in e.
Cartesian coordinates (Å):
H -0.27 -2.17 0.51  0.20
N -0.65 -2.58 -0.32  -0.20
N -0.85 -1.96 -1.36  -0.20
H -0.64 -0.98 -1.29  0.20
P 0.30 2.45 0.35  -0.09
H -0.24 1.20 0.51  -0.02
H 1.52 1.76 -0.04  0.05
H 0.84 2.29 1.65  0.06


5.
The following is a DFT calculation (wB97M-V/def2-TZVPD) of a molecular structure, C35H52IrOP4Se at a distorted geometry.

Computed properties:
2S+1 = 6
HOMO energy (alpha / beta) = -0.6413 / -0.6670 Eh
ΔE to the lowest compared entry with this formula, charge and spin = 0.397 eV
charge = +4
gap between HOMO and LUMO (alpha / beta) = 0.1749 / 0.1448 Eh
calculated total energy = -144485.53486 eV
lowest unoccupied orbital energy (alpha / beta) = -12.69 / -14.21 eV

Last column: Mulliken charge in e.
Cartesian coordinates (Å):
Ir -0.54 -0.09 -2.58  0.23
P -2.60 -0.16 -1.67  0.87
P 0.28 -2.18 -1.72  1.10
P 0.05 2.13 -2.04  0.69
H 4.11 -0.85 -0.22  0.36
C 3.48 -0.01 -0.52  -1.05
C 2.26 0.04 0.27  -0.05
H 1.73 -0.89 0.53  -0.02
C -3.72 -0.40 -3.10  -1.43
C -3.02 -1.47 -0.48  -0.84
C -3.20 1.31 -0.79  -0.65
C 1.99 -2.87 -1.89  -1.31
C -0.11 -2.69 0.02  -0.90
C -0.68 -3.31 -2.80  -1.26
C 1.75 2.82 -2.23  -1.16
C -0.38 2.76 -0.36  -0.03
C -0.93 3.12 -3.24  -1.15
H 4.01 0.95 -0.37  0.41
H 1.49 0.79 -0.05  0.18
H -4.74 -0.45 -2.70  0.51
H -3.48 -1.33 -3.62  0.39
H -3.64 0.46 -3.78  0.43
H -4.10 -1.38 -0.30  0.67
H -2.46 -1.27 0.45  -0.16
H -2.80 -2.47 -0.87  0.33
H -4.28 1.17 -0.65  0.68
H -3.03 2.22 -1.38  0.31
H -2.69 1.35 0.18  -0.33
H 1.96 -3.93 -2.20  0.53
H 2.53 -2.82 -0.94  0.37
H 2.56 -2.32 -2.65  0.25
H -0.97 -3.38 0.04  0.72
H -0.36 -1.79 0.59  -0.52
H 0.74 -3.19 0.49  0.56
H -0.15 -4.27 -2.89  0.51
H -0.75 -2.85 -3.80  0.35
H -1.69 -3.48 -2.40  0.32
H 1.75 3.92 -2.36  0.50
H 2.24 2.38 -3.11  0.37
H 2.36 2.60 -1.34  0.23
H 0.39 3.45 0.03  0.65
H -0.48 1.91 0.34  -0.91
H -1.34 3.30 -0.38  0.63
H -0.50 4.13 -3.34  0.48
H -1.97 3.22 -2.91  0.38
H -0.90 2.60 -4.20  0.30
C 0.81 -0.08 -5.87  0.92
C 2.11 -0.31 -5.42  0.09
C 3.18 -0.18 -6.30  -0.74
C 2.96 0.21 -7.62  -0.41
C 1.67 0.52 -8.05  -0.67
C 0.60 0.41 -7.17  -0.53
Se -0.70 -0.36 -4.80  -0.09
H 3.17 -0.05 -1.63  0.01
H 2.26 -0.50 -4.35  0.19
H 4.19 -0.38 -5.94  0.45
H 3.82 0.31 -8.30  0.44
H 1.50 0.86 -9.06  0.45
H -0.39 0.75 -7.47  0.43
O -0.68 0.28 1.69  0.02
P -0.39 0.15 3.16  1.05
C 1.17 0.92 3.60  0.38
C 1.81 0.67 4.83  -0.26
C 3.04 1.26 5.12  -0.83
C 3.66 2.08 4.18  -0.61
C 3.03 2.35 2.95  -0.66
C 1.79 1.78 2.68  0.02
C -1.65 0.92 4.20  0.67
C -1.81 0.61 5.56  -0.24
C -2.76 1.27 6.34  -0.75
C -3.57 2.26 5.77  -0.47
C -3.42 2.58 4.41  -0.58
C -2.45 1.93 3.64  -0.19
C -0.30 -1.57 3.64  0.39
C -1.49 -2.29 3.88  -0.60
C -1.44 -3.64 4.23  -0.86
C -0.21 -4.30 4.35  -0.56
C 0.97 -3.59 4.09  -0.76
C 0.93 -2.25 3.73  -0.37
H 1.34 0.01 5.56  0.41
H 3.52 1.06 6.09  0.45
H 4.64 2.53 4.39  0.44
H 3.51 2.98 2.20  0.48
H 1.31 1.96 1.72  0.05
H -1.18 -0.15 6.02  0.40
H -2.86 1.04 7.40  0.47
H -4.32 2.78 6.37  0.46
H -4.05 3.35 3.96  0.49
H -2.31 2.21 2.60  0.12
H -2.45 -1.79 3.79  0.48
H -2.37 -4.19 4.42  0.48
H -0.17 -5.35 4.66  0.47
H 1.94 -4.10 4.18  0.48
H 1.86 -1.72 3.54  0.43


6.
The following is a DFT calculation (wB97M-V/def2-TZVPD) of a molecular structure, C2H6F6N3O14S6V at a distorted geometry.

Computed properties:
2S+1 = 3
HOMO energy (alpha / beta) = -0.1176 / -0.1266 Eh
charge = -2
gap between HOMO and LUMO (alpha / beta) = 0.2836 / 0.2987 Eh
calculated total energy = -142311.06620 eV
lowest unoccupied orbital energy (alpha / beta) = 4.52 / 4.68 eV

Last column: Mulliken charge in e.
Cartesian coordinates (Å):
V -0.30 0.02 0.95  1.23
N 0.02 1.95 1.29  -0.01
S -0.88 3.25 1.55  0.99
O -0.63 4.32 0.65  -0.63
O -1.18 3.55 2.90  -0.61
F -2.26 2.69 0.98  -0.24
S 1.55 2.66 1.24  0.81
O 1.80 3.43 2.41  -0.60
O 2.03 3.12 0.00  -0.52
F 2.33 1.31 1.40  -0.23
N 1.82 -0.79 -2.91  -0.31
S 2.33 -0.37 -1.45  0.86
O 3.61 -0.87 -1.05  -0.58
O 1.32 -0.26 -0.42  0.41
F 2.70 1.13 -1.80  -0.33
S 2.31 -2.33 -2.95  1.07
O 1.63 -3.13 -1.97  -0.56
O 3.66 -2.63 -3.28  -0.62
F 1.56 -2.67 -4.32  -0.29
N -1.42 -0.16 -0.68  0.27
S -2.26 -1.57 -1.13  0.92
O -1.87 -2.17 -2.35  -0.57
O -3.64 -1.65 -0.78  -0.61
F -1.53 -2.43 -0.04  -0.24
S -1.76 0.69 -2.02  0.87
O -3.12 1.07 -2.17  -0.63
O -1.01 0.41 -3.19  -0.52
F -1.05 2.00 -1.43  -0.26
C -3.00 -0.04 2.48  -0.72
O -1.82 -0.74 2.23  -0.49
H -3.74 -0.76 2.87  0.27
H -2.95 0.78 3.22  0.24
H -3.41 0.42 1.57  0.17
C 1.87 -2.06 1.65  -0.51
O 0.61 -1.57 2.01  -0.56
H 2.37 -2.59 2.47  0.27
H 1.82 -2.78 0.82  0.19
H 2.50 -1.25 1.28  0.09


7.
The following is a DFT calculation (wB97M-V/def2-TZVPD) of a single C21H29NO2 molecule.

Computed properties:
HOMO energy = -0.2983 Eh
ΔE to the lowest compared entry with this formula, charge and spin = 0.000 eV
gap between HOMO and LUMO = 0.3214 Eh
SMILES = COc1ccc(CCC(=O)NC[C@]23C[C@H]4C[C@H](C[C@H](C4)C2)C3)cc1
calculated total energy = -27834.39888 eV
lowest unoccupied orbital energy = 0.63 eV

Last column: Mulliken charge in e.
Cartesian coordinates (Å):
C -6.76 -1.91 3.08  -0.82
O -5.72 -2.84 3.19  -0.46
C -4.53 -2.56 2.59  0.85
C -4.25 -1.41 1.87  -0.50
C -2.99 -1.23 1.31  -0.45
C -2.00 -2.19 1.45  0.16
C -0.65 -1.99 0.81  -0.70
C -0.74 -1.88 -0.73  -0.70
C -0.56 -0.45 -1.19  0.57
O -1.31 0.45 -0.87  -0.67
N 0.51 -0.25 -1.99  -0.06
C 0.89 1.06 -2.47  -2.37
C 2.18 1.60 -1.82  2.57
C 2.03 1.63 -0.30  -1.47
C 3.29 2.22 0.34  0.45
C 4.49 1.35 -0.03  -1.41
C 4.65 1.32 -1.55  0.45
C 4.88 2.74 -2.06  -1.41
C 3.68 3.61 -1.69  0.50
C 3.51 3.64 -0.17  -1.43
C 2.41 3.03 -2.33  -1.73
C 3.39 0.74 -2.18  -1.61
C -2.29 -3.34 2.17  -0.62
C -3.53 -3.53 2.74  -0.60
H -7.60 -2.33 3.62  0.24
H -6.49 -0.95 3.53  0.33
H -7.05 -1.75 2.03  0.33
H -4.99 -0.64 1.74  0.38
H -2.78 -0.34 0.74  0.44
H 0.00 -2.81 1.08  0.43
H -0.21 -1.07 1.20  0.29
H 0.00 -2.53 -1.20  0.32
H -1.73 -2.22 -1.05  0.40
H 1.12 -1.02 -2.21  0.31
H 0.06 1.72 -2.24  0.54
H 1.03 1.01 -3.56  0.46
H 1.16 2.24 -0.02  0.44
H 1.86 0.62 0.08  0.32
H 3.17 2.23 1.43  0.24
H 5.40 1.75 0.43  0.51
H 4.35 0.33 0.35  0.47
H 5.51 0.69 -1.81  0.23
H 5.01 2.73 -3.14  0.48
H 5.79 3.16 -1.62  0.51
H 3.83 4.63 -2.06  0.22
H 2.66 4.27 0.10  0.49
H 4.41 4.06 0.29  0.51
H 1.55 3.65 -2.08  0.43
H 2.52 3.02 -3.41  0.46
H 3.50 0.70 -3.27  0.39
H 3.25 -0.28 -1.82  0.54
H -1.53 -4.10 2.29  0.32
H -3.76 -4.42 3.30  0.41


8.
The following is a DFT calculation (wB97M-V/def2-TZVPD) of 25 unconnected molecules or ions with the total composition C24H93Br3Cl2O32P2Si at a distorted geometry.

Computed properties:
HOMO energy = -0.2845 Eh
ΔE to the lowest compared entry with this formula, charge and spin = 0.000 eV
gap between HOMO and LUMO = 0.2829 Eh
calculated total energy = -353544.91254 eV
lowest unoccupied orbital energy = -0.04 eV

Last column: Mulliken charge in e.
Cartesian coordinates (Å):
C -6.14 -4.32 1.01  -1.07
C -5.67 -4.25 2.49  -0.13
C -4.38 -4.98 2.70  0.38
O -4.35 -6.14 3.06  -0.61
O -3.25 -4.28 2.42  -0.25
C -2.41 -4.03 3.59  0.01
C -0.96 -4.16 3.13  -0.34
C 0.01 -3.11 3.71  -0.88
O 0.50 -2.29 2.66  -0.11
C 0.27 -0.90 2.80  -1.45
P -1.59 -0.60 2.74  0.10
C -1.88 1.18 3.18  -1.03
O -2.11 -0.71 1.16  -0.51
C 1.21 -0.10 1.84  1.73
O 0.37 0.59 0.94  0.91
C 0.62 1.70 0.07  2.40
C 1.90 2.52 0.21  -1.65
C 2.25 3.62 -0.82  -1.68
C 1.13 4.45 -1.43  0.04
Br 1.92 6.18 -2.02  -0.20
C 0.64 1.16 -1.41  -2.31
C 2.00 0.59 -1.87  -0.20
O 1.83 -0.54 -2.74  -0.18
Si 2.54 -0.44 -4.26  1.00
C 2.07 -2.05 -5.12  -1.20
C 1.93 0.98 -5.30  -1.17
C 4.41 -0.40 -3.98  -0.93
C -0.71 2.54 0.20  0.40
Cl -2.12 2.17 -0.79  -0.33
C -0.97 3.54 1.04  0.05
C -2.27 4.30 1.11  -1.68
Cl 0.18 4.09 2.22  0.09
C 2.33 -1.01 1.20  -2.59
Br 3.52 -1.88 2.54  -0.09
C 1.96 -2.17 0.25  0.11
C 2.96 -2.34 -0.92  -1.09
Br 0.13 -2.25 -0.44  -0.24
P 2.22 0.89 3.18  -0.33
O 1.16 1.95 3.87  -0.34
O 3.52 1.59 2.45  -0.50
H -6.92 -5.05 0.85  0.21
H -5.33 -4.45 0.30  0.30
H -6.61 -3.36 0.78  0.35
H -5.53 -3.20 2.74  0.24
H -6.44 -4.71 3.11  0.30
H -2.63 -3.03 3.95  -0.03
H -2.64 -4.83 4.29  0.57
H -0.96 -4.04 2.05  0.13
H -0.59 -5.18 3.31  0.34
H -0.42 -2.55 4.54  0.41
H 0.88 -3.65 4.11  0.31
H 0.49 -0.65 3.85  1.03
H -2.59 1.61 2.48  0.13
H -0.97 1.78 3.24  0.03
H -2.35 1.16 4.17  0.61
H -3.05 -0.49 1.15  0.31
H 2.05 2.95 1.19  1.26
H 2.73 1.80 0.17  -0.03
H 2.93 4.31 -0.31  0.69
H 2.86 3.22 -1.63  0.32
H 0.74 4.05 -2.36  0.41
H 0.34 4.75 -0.76  -0.11
H -0.09 0.36 -1.53  1.00
H 0.36 1.93 -2.12  -0.02
H 2.69 0.36 -1.06  -0.34
H 2.51 1.36 -2.47  0.49
H 1.00 -2.22 -5.01  0.31
H 2.30 -1.92 -6.18  0.42
H 2.63 -2.89 -4.70  0.10
H 0.89 1.23 -5.13  0.34
H 2.53 1.87 -5.15  0.23
H 2.02 0.70 -6.35  0.40
H 4.63 0.01 -2.99  0.21
H 4.96 0.15 -4.75  0.57
H 4.74 -1.44 -3.95  0.13
H -2.38 4.88 0.19  0.37
H -2.28 4.97 1.96  0.46
H -3.12 3.61 1.19  0.33
H 3.04 -0.36 0.68  1.41
H 2.05 -3.09 0.81  1.16
H 3.67 -1.51 -0.97  0.38
H 2.43 -2.48 -1.85  -0.15
H 3.53 -3.24 -0.76  0.09
H 1.53 2.33 4.67  0.29
H 4.29 1.52 3.03  0.45
O 1.34 -5.08 -2.67  -0.68
H 0.97 -4.38 -2.11  0.25
H 1.55 -4.63 -3.50  0.31
O -2.16 -6.42 5.66  -0.68
H -2.75 -6.94 6.21  0.27
H -2.07 -6.96 4.86  0.33
O -8.45 -6.15 3.50  -0.62
H -8.13 -7.02 3.26  0.31
H -8.80 -6.27 4.39  0.29
O -7.79 -5.92 -1.09  -0.64
H -7.43 -5.80 -1.98  0.33
H -7.38 -6.74 -0.78  0.31
O 6.27 -2.52 0.35  -0.64
H 6.67 -1.69 0.64  0.32
H 5.76 -2.82 1.11  0.21
O 3.28 -5.18 -0.01  -0.60
H 2.62 -5.67 0.48  0.28
H 3.42 -5.70 -0.81  0.28
O 7.42 -2.11 -2.53  -0.64
H 7.71 -3.00 -2.76  0.31
H 7.13 -2.19 -1.61  0.35
O -0.05 7.57 1.04  -0.62
H 0.28 7.69 0.14  0.30
H 0.35 6.75 1.33  0.30
O 1.10 5.75 5.45  -0.63
H 0.46 6.47 5.35  0.36
H 0.87 5.13 4.76  0.26
O -2.17 -1.60 6.01  -0.51
H -2.38 -0.83 6.56  0.26
H -2.68 -2.32 6.41  0.26
O 5.23 6.74 -2.52  -0.58
H 4.37 6.31 -2.51  0.13
H 5.46 6.78 -3.46  0.32
O 4.62 5.61 -5.13  -0.61
H 3.97 5.12 -4.62  0.31
H 4.76 5.08 -5.92  0.30
O 5.01 6.09 0.38  -0.60
H 5.31 6.13 -0.53  0.33
H 5.55 6.73 0.84  0.32
O -1.22 3.69 -3.85  -0.56
H -1.63 3.15 -3.18  0.24
H -1.94 4.26 -4.17  0.29
O 0.48 -7.72 5.72  -0.67
H -0.37 -7.26 5.69  0.42
H 1.01 -7.30 5.03  0.32
O 6.73 8.66 -0.55  -0.63
H 6.08 9.36 -0.63  0.33
H 6.50 8.05 -1.26  0.28
O -8.78 -6.35 -3.77  -0.62
H -9.31 -6.80 -3.11  0.31
H -9.40 -5.76 -4.22  0.32
O -4.03 5.49 -3.90  -0.60
H -4.46 4.95 -3.23  0.32
H -4.74 6.05 -4.22  0.28
O 4.73 -3.53 -3.21  -0.51
H 5.18 -4.12 -3.82  0.26
H 5.43 -2.94 -2.89  0.15
O -0.10 7.67 7.26  -0.61
H -0.23 8.32 7.95  0.29
H 0.82 7.75 7.01  0.32
O -6.73 4.67 -3.09  -0.59
H -7.16 3.96 -2.60  0.30
H -7.44 5.06 -3.61  0.29
O 8.56 8.24 -3.11  -0.64
H 8.52 8.50 -2.18  0.34
H 7.91 7.54 -3.20  0.30
O -10.88 -4.24 -4.33  -0.64
H -11.30 -3.57 -3.80  0.31
H -10.65 -3.80 -5.16  0.32
O -5.53 -5.26 -2.94  -0.60
H -5.08 -5.68 -3.68  0.30
H -4.86 -4.71 -2.52  0.30